Entry w
{
  "formula": "C4H11N5",
  "method": "ωB97M-V/def2-TZVPD",
  "charge": 2,
  "homo_energy_ha": -0.6650,
  "spin_multiplicity": 1,
  "symbols": ["C", "C", "C", "C", "N", "N", "N", "N", "N", "H", "H", "H", "H", "H", "H", "H", "H", "H", "H", "H"],
  "positions_angstrom": [[-1.403, 1.576, -0.169], [-1.693, 0.285, -0.056], [-0.558, -0.701, -0.113], [1.945, -0.771, -0.517], [-0.734, -1.889, -0.247], [-2.879, -0.262, 0.190], [1.008, 0.077, 1.453], [0.763, 1.321, -0.534], [0.861, 0.037, 0.080], [-1.572, 2.568, -0.514], [2.050, -1.702, 0.042], [1.738, -0.991, -1.565], [2.893, -0.232, -0.446], [-0.106, -2.677, -0.307], [-3.721, 0.295, 0.235], [-2.953, -1.261, 0.337], [1.950, 0.255, 1.785], [0.316, 0.634, 1.945], [1.223, 2.094, -0.053], [0.870, 1.343, -1.548]],
  "nbo_charge": [0.11, 0.03, 0.45, -0.45, -0.48, -0.69, -0.63, -0.54, 0.03, 0.28, 0.27, 0.26, 0.27, 0.45, 0.45, 0.45, 0.42, 0.42, 0.45, 0.45]
}



Entry x
{
  "formula": "C4H11N5",
  "method": "ωB97M-V/def2-TZVPD",
  "smiles": "CC1=C([NH3+])N=N[C@@]1(N)[NH3+]",
  "charge": 2,
  "homo_energy_ha": -0.6566,
  "spin_multiplicity": 1,
  "symbols": ["C", "C", "C", "C", "N", "N", "N", "N", "N", "H", "H", "H", "H", "H", "H", "H", "H", "H", "H", "H"],
  "positions_angstrom": [[0.104, -0.407, -0.061], [-0.358, -1.482, 0.559], [-1.094, 0.557, -0.287], [1.324, -0.052, -0.830], [-2.053, -1.203, 0.619], [-2.237, -0.114, 0.216], [-1.275, 0.942, -1.564], [-0.008, -2.754, 1.091], [-0.921, 2.091, 0.575], [1.299, -0.544, -1.853], [2.396, -0.419, -0.495], [1.396, 0.993, -0.848], [-1.999, 1.684, -1.772], [-0.478, 0.893, -2.240], [-0.895, -3.208, 1.407], [0.365, -2.766, 2.109], [0.660, -3.206, 0.407], [-0.555, 2.042, 1.524], [-1.789, 2.472, 0.764], [-0.480, 2.856, -0.030]],
  "nbo_charge": [-0.02, 0.17, 0.44, -0.70, 0.03, -0.11, -0.80, -0.74, -0.78, 0.29, 0.30, 0.24, 0.44, 0.44, 0.50, 0.49, 0.50, 0.44, 0.43, 0.46]
}



Which structure is most stable? entry x, by 1.789 eV over the runner-up.



Entry w
{
  "formula": "C7H13N4O2",
  "method": "ωB97M-V/def2-TZVPD",
  "smiles": "COn1c(N)ncc/c1=[NH+]\\CCO",
  "charge": 1,
  "homo_energy_ha": -0.4711,
  "spin_multiplicity": 1,
  "symbols": ["C", "C", "C", "C", "C", "C", "C", "N", "N", "N", "N", "O", "O", "H", "H", "H", "H", "H", "H", "H", "H", "H", "H", "H", "H", "H"],
  "positions_angstrom": [[0.107, -1.472, -1.230], [1.442, -1.761, -1.487], [-0.152, -0.789, -0.141], [2.447, -0.413, 0.110], [1.239, 2.210, 1.161], [-2.602, -0.747, 0.165], [-2.983, 0.305, -0.878], [2.512, -1.232, -0.972], [1.249, -0.008, 0.515], [3.593, 0.037, 0.595], [-1.166, -0.621, 0.636], [-2.930, 1.602, -0.415], [1.117, 0.791, 1.571], [-0.626, -2.180, -1.618], [1.675, -2.489, -2.198], [0.679, 2.439, 0.206], [2.295, 2.416, 0.883], [1.088, 2.760, 2.078], [-3.256, -0.840, 1.163], [-2.649, -1.777, -0.353], [-3.959, -0.057, -1.190], [-2.281, 0.265, -1.616], [4.364, -0.238, 0.027], [3.789, 0.566, 1.468], [-1.095, -0.615, 1.647], [-3.897, 1.848, -0.127]],
  "nbo_charge": [-0.46, 0.20, 0.54, 0.60, -0.28, -0.23, -0.08, -0.50, -0.11, -0.76, -0.60, -0.70, -0.35, 0.26, 0.22, 0.22, 0.18, 0.23, 0.24, 0.21, 0.19, 0.18, 0.43, 0.44, 0.44, 0.49]
}



Entry x
{
  "formula": "C7H13N4O2",
  "method": "ωB97M-V/def2-TZVPD",
  "charge": 1,
  "homo_energy_ha": -0.4800,
  "spin_multiplicity": 1,
  "symbols": ["C", "C", "C", "C", "C", "C", "C", "N", "N", "N", "N", "O", "O", "H", "H", "H", "H", "H", "H", "H", "H", "H", "H", "H", "H", "H"],
  "positions_angstrom": [[4.543, 0.127, -0.053], [-2.461, 0.522, 0.757], [-2.219, 1.391, -0.462], [2.063, 1.593, 0.943], [1.675, 1.507, -0.502], [1.220, -2.478, 0.721], [-0.862, -1.936, -0.464], [3.427, -0.210, 0.164], [-1.318, 0.319, -0.129], [0.484, -1.641, 0.104], [2.213, 0.390, 0.166], [5.668, 0.224, -0.118], [-1.374, -0.866, -1.035], [-2.191, 0.843, 1.689], [-3.337, -0.135, 0.739], [-2.836, 1.202, -1.347], [-1.669, 2.347, -0.523], [2.944, 2.244, 1.183], [1.298, 1.488, 1.750], [0.589, 1.517, -0.763], [2.359, 2.006, -1.209], [0.974, -3.528, 0.829], [2.171, -2.180, 1.227], [-1.379, -2.422, 0.445], [-0.681, -2.631, -1.298], [0.807, -0.664, 0.112]],
  "nbo_charge": [0.85, -0.27, -0.26, -0.25, -0.24, 0.11, 0.09, -0.44, -0.19, -0.44, -0.32, -0.43, -0.37, 0.22, 0.23, 0.24, 0.23, 0.23, 0.21, 0.23, 0.22, 0.21, 0.25, 0.18, 0.23, 0.48]
}



Which structure is most stable? entry w, by 3.480 eV over the runner-up.